1.
DFT (ωB97M-V/def2-TZVPD) results for C15H11ClN2OS in the gas phase at a distorted geometry.

Geometry as ORCA input:
```
! wB97M-V def2-TZVPD RIJCOSX def2/J DEFGRID3
* xyz 0 1
O -2.311 -0.043 0.221
C -1.292 0.444 0.761
N -1.069 1.700 0.311
C -0.108 2.615 0.728
C -0.236 3.866 0.217
C 0.673 4.882 0.499
C 1.593 4.645 1.545
C 1.859 3.363 1.889
C 0.860 2.339 1.658
S 1.073 0.696 2.293
C -0.346 -0.267 1.724
C 0.136 -1.495 1.108
N 0.222 -2.618 1.604
C 0.348 -3.769 0.747
C 0.116 -4.862 1.448
C 0.135 -6.184 0.876
C 0.317 -6.323 -0.496
C 0.458 -5.139 -1.265
Cl 0.687 -5.199 -3.015
C 0.516 -3.845 -0.694
H -1.735 2.031 -0.383
H -0.976 4.026 -0.453
H 0.555 5.964 0.334
H 2.219 5.546 1.769
H 2.819 3.228 2.431
H -0.921 -0.501 2.678
H 0.315 -1.466 0.009
H 0.056 -4.830 2.515
H 0.077 -7.026 1.489
H 0.289 -7.365 -0.924
H 0.795 -2.974 -1.324
*
```

DFT total energy: -44117.03747 eV
E_HOMO: -0.308 Eh
Kohn-Sham gap: 8.538 eV
energy above the lowest of the compared OMol25 structures with the same formula, charge and spin: 131.7 kJ/mol
E_LUMO: 0.2 eV

Mulliken population analysis, charges in e, atoms 1 to 6: O -0.68; C 0.18; N -0.10; C 0.47; C -0.58; C -0.63



2.
DFT (ωB97M-V/def2-TZVPD) results for a molecular structure, C15H11FeN5O3 at a distorted geometry.

Geometry as ORCA input:
```
! wB97M-V def2-TZVPD RIJCOSX def2/J DEFGRID3
* xyz 0 5
O 4.462 3.513 1.743
C 3.642 2.723 1.731
Fe 2.280 1.432 1.691
C 3.654 0.158 1.610
O 4.482 -0.620 1.549
C 2.175 1.350 3.537
O 2.092 1.300 4.671
C 0.714 -0.088 1.269
C -0.143 0.715 2.051
C -0.144 2.105 2.120
C 0.710 2.983 1.420
C 1.493 2.767 0.252
C 1.822 1.531 -0.363
C 1.496 0.241 0.128
H 0.641 -1.161 1.471
H -0.797 0.196 2.741
H -0.794 2.551 2.864
H 0.654 4.027 1.740
H 1.946 3.659 -0.193
H 2.457 1.575 -1.253
H 1.941 -0.604 -0.408
N -3.688 -3.412 -3.687
C -2.990 -2.386 -3.153
N -2.740 -1.259 -3.845
C -2.043 -0.329 -3.217
N -1.526 -0.295 -2.003
C -1.767 -1.405 -1.294
C -2.499 -2.481 -1.834
N -2.582 -3.453 -0.903
C -1.922 -2.965 0.146
N -1.415 -1.747 -0.033
H -3.882 -4.269 -3.186
H -4.052 -3.390 -4.627
H -1.866 0.558 -3.806
H -1.810 -3.521 1.069
*
```

DFT total energy: -63708.54880 eV
E_HOMO (alpha / beta): -0.198 / -0.291 Eh
Kohn-Sham gap (alpha / beta): 5.825 / 4.704 eV
energy above the lowest of the compared OMol25 structures with the same formula, charge and spin: 0.0 kJ/mol
<S²>: 6.17
E_LUMO (alpha / beta): 0.4 / -3.2 eV

Mulliken population analysis, charges in e, atoms 1 to 6: O -0.34; C 0.34; Fe 0.56; C 0.21; O -0.33; C 0.25



3.
DFT (ωB97M-V/def2-TZVPD) results for a molecular structure, C15H12AuN5O2S2Se at a distorted geometry.

Geometry as ORCA input:
```
! wB97M-V def2-TZVPD RIJCOSX def2/J DEFGRID3
* xyz 0 1
Au -2.576 -0.120 -1.516
N 2.909 4.161 1.749
C 2.229 2.968 1.650
C 2.170 2.283 0.429
C 1.561 1.048 0.352
C 1.009 0.483 1.491
C 1.026 1.159 2.698
C 1.634 2.397 2.780
S 0.141 -1.056 1.352
O -0.207 -1.527 2.669
O 0.902 -1.930 0.503
N -1.189 -0.612 0.524
C -2.274 -0.188 1.130
S -2.568 0.005 2.828
C -4.166 0.612 2.460
C -4.377 0.623 1.133
N -3.319 0.185 0.378
H 3.117 4.659 0.902
H 2.740 4.726 2.562
H 2.611 2.729 -0.453
H 1.517 0.499 -0.579
H 0.570 0.693 3.560
H 1.661 2.934 3.719
H -4.830 0.894 3.255
H -5.269 0.955 0.628
Se -0.499 0.825 -3.787
N -1.422 -0.557 -3.113
C -0.551 -1.562 -2.899
C -0.878 -2.824 -2.367
C 0.129 -3.714 -2.150
C 1.474 -3.409 -2.480
C 1.822 -2.221 -3.045
C 0.809 -1.257 -3.264
N 1.007 -0.040 -3.761
H -1.903 -3.038 -2.099
H -0.087 -4.667 -1.691
H 2.238 -4.138 -2.253
H 2.844 -1.978 -3.296
*
```

DFT total energy: -118003.08797 eV
E_HOMO: -0.278 Eh
Kohn-Sham gap: 6.030 eV
E_LUMO: -1.5 eV

Mulliken population analysis, charges in e, atoms 1 to 6: Au 0.42; N -0.52; C 1.11; C -0.79; C -0.43; C -0.22



4.
DFT (ωB97M-V/def2-TZVPD) results for C15H12Cl3N3O in the gas phase at a distorted geometry.

Geometry as ORCA input:
```
! wB97M-V def2-TZVPD RIJCOSX def2/J DEFGRID3
* xyz 0 1
C -1.066 2.549 -2.142
C -1.856 1.895 -1.051
O -2.753 2.438 -0.451
C -1.525 0.450 -0.725
N -0.452 -0.195 -0.969
C 0.783 0.272 -1.295
C 1.484 -0.297 -2.363
C 2.787 0.057 -2.640
C 3.433 0.979 -1.831
Cl 5.066 1.428 -2.164
C 2.780 1.548 -0.747
C 1.468 1.202 -0.493
Cl 0.652 1.916 0.863
N -2.582 -0.210 -0.188
N -2.434 -1.455 0.409
C -1.504 -1.569 1.448
C -1.284 -0.514 2.331
C -0.408 -0.670 3.388
C 0.251 -1.869 3.596
C 0.016 -2.916 2.720
Cl 0.825 -4.425 2.958
C -0.846 -2.779 1.648
H -1.654 3.355 -2.575
H -0.776 1.831 -2.904
H -0.160 2.981 -1.718
H 0.974 -1.021 -2.979
H 3.306 -0.384 -3.476
H 3.286 2.257 -0.112
H -3.376 0.350 0.103
H -2.336 -2.193 -0.283
H -1.792 0.427 2.189
H -0.236 0.156 4.062
H 0.934 -1.991 4.421
H -1.006 -3.603 0.971
*
```

DFT total energy: -59834.48896 eV
E_HOMO: -0.306 Eh
Kohn-Sham gap: 8.057 eV
E_LUMO: -0.3 eV

Mulliken population analysis, charges in e, atoms 1 to 6: C -1.16; C 0.75; O -0.58; C 0.31; N -0.40; C -0.58



5.
DFT (ωB97M-V/def2-TZVPD) results for a molecular structure, C15H12ClN3O5STi at a distorted geometry.

Geometry as ORCA input:
```
! wB97M-V def2-TZVPD RIJCOSX def2/J DEFGRID3
* xyz 2 1
Ti 0.771 -1.213 -0.032
O 2.802 3.165 3.001
C 1.544 3.349 2.635
O 0.984 4.397 2.733
C 0.777 2.156 2.102
C -0.615 2.156 1.859
Cl -1.700 3.394 2.108
N -0.973 0.966 1.342
N 0.121 0.195 1.205
C 1.178 0.912 1.678
C 2.494 0.218 1.532
O 3.530 0.593 1.963
O 2.331 -0.920 0.775
C -2.239 0.422 0.911
C -2.236 -0.502 -0.127
C -3.415 -1.069 -0.567
C -4.612 -0.702 0.035
C -4.608 0.200 1.088
C -3.421 0.762 1.541
H 3.149 2.269 2.845
H -1.324 -0.826 -0.621
H -3.404 -1.790 -1.373
H -5.542 -1.133 -0.311
H -5.535 0.465 1.578
H -3.430 1.435 2.385
S -0.069 -5.616 0.654
C 0.167 -4.151 0.328
N 0.359 -2.956 0.060
C 1.543 -0.107 -4.039
C 1.871 -0.646 -2.718
C 3.238 -1.125 -2.430
O 0.959 -0.690 -1.833
H 2.298 0.631 -4.329
H 0.544 0.315 -4.084
H 1.639 -0.923 -4.767
H 3.655 -1.618 -3.309
H 3.307 -1.770 -1.562
H 3.865 -0.240 -2.257
*
```

DFT total energy: -76916.30873 eV
E_HOMO: -0.580 Eh
Kohn-Sham gap: 7.086 eV
E_LUMO: -8.7 eV

Mulliken population analysis, charges in e, atoms 1 to 6: Ti 1.14; O -0.47; C 0.45; O -0.48; C 0.00; C 0.60



6.
DFT (ωB97M-V/def2-TZVPD) results for a molecular structure, C15H12F6N5O4RuS4.

Geometry as ORCA input:
```
! wB97M-V def2-TZVPD RIJCOSX def2/J DEFGRID3
* xyz 1 5
Ru -0.050 -0.925 0.078
N -0.492 -0.334 4.353
C -0.545 -0.364 3.022
S 0.659 -1.351 2.198
N -1.480 0.322 2.412
N -1.386 0.208 1.069
C -2.163 0.918 0.322
C -2.067 0.746 -1.122
C -2.709 1.576 -2.019
C -2.500 1.374 -3.377
C -1.667 0.351 -3.792
C -1.065 -0.453 -2.837
N -1.275 -0.273 -1.535
H 0.225 -0.828 4.854
H -1.144 0.240 4.860
H -2.859 1.611 0.780
H -3.340 2.376 -1.658
H -2.976 2.022 -4.101
H -1.465 0.176 -4.839
H -0.388 -1.252 -3.108
F 4.793 -2.460 -0.322
C 3.552 -2.855 -0.538
F 3.535 -3.860 -1.401
F 2.991 -3.239 0.605
S 2.580 -1.468 -1.272
O 1.194 -2.017 -1.303
O 3.160 -1.122 -2.521
N 2.647 -0.428 -0.082
S 2.197 1.097 -0.335
O 1.422 1.207 -1.546
O 1.641 1.611 0.878
C 3.786 1.998 -0.617
F 3.494 3.220 -1.040
F 4.504 1.365 -1.531
F 4.462 2.064 0.518
S -1.678 -3.073 0.767
C -2.884 -3.335 -0.407
C -4.201 -3.638 0.005
C -5.183 -3.860 -0.936
C -4.864 -3.843 -2.293
C -3.560 -3.582 -2.715
C -2.581 -3.310 -1.787
H -4.424 -3.683 1.063
H -6.195 -4.071 -0.620
H -5.633 -4.050 -3.025
H -3.320 -3.597 -3.770
H -1.562 -3.111 -2.094
*
```

DFT total energy: -93609.56700 eV
E_HOMO (alpha / beta): -0.428 / -0.450 Eh
Kohn-Sham gap (alpha / beta): 7.306 / 6.214 eV
energy above the lowest of the compared OMol25 structures with the same formula, charge and spin: 43.2 kJ/mol
<S²>: 6.06
E_LUMO (alpha / beta): -4.3 / -6.0 eV

Mulliken population analysis, charges in e, atoms 1 to 6: Ru 0.78; N -0.34; C 0.68; S -0.29; N -1.43; N 1.10



7.
DFT (ωB97M-V/def2-TZVPD) results for C15H12FNO5S in the gas phase at a distorted geometry.

Geometry as ORCA input:
```
! wB97M-V def2-TZVPD RIJCOSX def2/J DEFGRID3
* xyz 0 1
C -0.447 -2.320 2.832
C -0.683 -1.123 1.944
O -0.582 0.002 2.416
C -0.997 -1.369 0.533
C -1.136 -2.693 0.059
C -1.355 -2.888 -1.272
C -1.449 -1.813 -2.169
C -1.348 -0.516 -1.744
C -1.123 -0.291 -0.377
N -1.066 1.024 0.040
S 0.076 2.088 -0.593
O -0.396 3.415 -0.387
O 0.415 1.676 -1.920
C 1.472 1.732 0.479
C 2.510 0.959 -0.006
C 3.560 0.612 0.827
C 3.564 1.038 2.147
C 2.525 1.808 2.642
C 1.480 2.146 1.799
F 0.466 2.876 2.273
O -1.671 -2.289 -3.420
C -1.719 -3.697 -3.307
O -1.518 -4.063 -1.959
H -1.352 -2.920 2.903
H -0.178 -1.967 3.824
H 0.356 -2.938 2.439
H -1.075 -3.539 0.720
H -1.425 0.316 -2.419
H -1.098 1.114 1.057
H 2.469 0.650 -1.038
H 4.372 0.011 0.449
H 4.381 0.767 2.799
H 2.507 2.143 3.667
H -0.931 -4.143 -3.933
H -2.702 -4.060 -3.647
*
```

DFT total energy: -41029.00141 eV
E_HOMO: -0.306 Eh
Kohn-Sham gap: 8.346 eV
E_LUMO: 0.0 eV

Mulliken population analysis, charges in e, atoms 1 to 6: C -1.63; C 1.59; O -0.70; C 0.38; C -1.24; C 0.62



8.
DFT (ωB97M-V/def2-TZVPD) results for a molecular structure, C15H12IN2O2Pd.

Geometry as ORCA input:
```
! wB97M-V def2-TZVPD RIJCOSX def2/J DEFGRID3
* xyz -1 1
Pd -1.563 0.405 -0.543
O -1.469 1.759 -2.046
C -0.379 2.301 -2.470
C -0.497 3.305 -3.473
C 0.592 3.931 -4.020
C 1.891 3.607 -3.603
C 2.038 2.657 -2.621
C 0.949 1.997 -2.027
C 1.272 1.045 -0.985
N 0.422 0.399 -0.304
N 0.882 -0.517 0.637
C -0.123 -1.147 1.179
O -1.373 -0.986 0.914
C 0.207 -2.186 2.203
C -0.819 -2.927 2.778
C -0.539 -3.898 3.731
C 0.771 -4.137 4.119
C 1.799 -3.398 3.546
C 1.519 -2.429 2.594
H -1.501 3.557 -3.792
H 0.444 4.691 -4.780
H 2.755 4.092 -4.039
H 3.033 2.395 -2.271
H 2.322 0.861 -0.752
H -1.833 -2.723 2.463
H -1.348 -4.470 4.169
H 0.990 -4.892 4.864
H 2.825 -3.582 3.844
H 2.308 -1.847 2.138
I -3.892 1.978 0.691
C -3.570 0.261 -0.595
H -4.124 0.476 -1.504
H -3.987 -0.578 -0.046
*
```

DFT total energy: -34407.26504 eV
E_HOMO: -0.155 Eh
Kohn-Sham gap: 7.147 eV
energy above the lowest of the compared OMol25 structures with the same formula, charge and spin: 10.5 kJ/mol
E_LUMO: 2.9 eV

Mulliken population analysis, charges in e, atoms 1 to 6: Pd 0.53; O -0.69; C 0.77; C -0.60; C -0.29; C -0.68



9.
DFT (ωB97M-V/def2-TZVPD) results for C15H12N2O2S2 in the gas phase at a distorted geometry.

Geometry as ORCA input:
```
! wB97M-V def2-TZVPD RIJCOSX def2/J DEFGRID3
* xyz 0 1
O 0.235 -2.616 -3.153
C 0.668 -1.732 -2.447
C 2.139 -1.669 -2.050
O 2.379 -1.285 -0.722
C 1.836 -2.023 0.299
C 1.145 -3.216 0.141
C 0.646 -3.867 1.258
C 0.824 -3.341 2.524
C 1.515 -2.149 2.678
C 2.019 -1.491 1.575
N -0.176 -0.766 -1.978
C -0.005 0.435 -1.334
N -1.037 1.116 -0.972
C -0.693 2.314 -0.419
C -1.723 3.196 0.057
C -3.075 2.988 0.020
C -3.809 4.057 0.569
C -3.015 5.064 1.015
S -1.346 4.731 0.776
C 0.655 2.549 -0.383
S 1.531 1.223 -1.035
H 2.582 -2.648 -2.276
H 2.639 -0.911 -2.663
H 0.990 -3.650 -0.834
H 0.110 -4.795 1.127
H 0.428 -3.855 3.386
H 1.660 -1.729 3.662
H 2.559 -0.563 1.672
H -1.152 -0.936 -2.210
H -3.508 2.094 -0.389
H -4.883 4.076 0.628
H -3.302 5.989 1.474
H 1.165 3.408 0.003
*
```

DFT total energy: -44495.30440 eV
E_HOMO: -0.291 Eh
Kohn-Sham gap: 8.372 eV
energy above the lowest of the compared OMol25 structures with the same formula, charge and spin: 42.7 kJ/mol
E_LUMO: 0.5 eV

Mulliken population analysis, charges in e, atoms 1 to 6: O -0.64; C 0.56; C -0.63; O -0.50; C 0.81; C -0.41



10.
DFT (ωB97M-V/def2-TZVPD) results for C15H12N2O4 in the gas phase at a distorted geometry.

Geometry as ORCA input:
```
! wB97M-V def2-TZVPD RIJCOSX def2/J DEFGRID3
* xyz 0 1
O -2.647 1.664 3.296
C -1.722 2.025 2.540
C -2.041 3.041 1.557
C -1.116 3.328 0.547
C 0.082 2.506 0.461
O 0.711 2.632 -0.624
C 0.490 1.581 1.593
C 1.847 0.794 1.644
C 2.136 0.224 0.283
N 1.411 -0.858 -0.041
C 1.413 -1.229 -1.474
C 0.197 -2.093 -1.783
C -0.254 -3.088 -0.889
C -1.484 -3.619 -1.145
C -2.290 -3.219 -2.251
C -1.783 -2.208 -3.131
C -0.565 -1.663 -2.819
N 2.948 1.636 2.213
O 2.935 2.937 2.161
O 3.879 1.042 2.730
C -0.491 1.270 2.464
H -2.999 3.628 1.618
H -1.249 4.169 -0.140
H 1.746 0.071 2.307
H 2.737 0.916 -0.222
H 1.306 -0.325 -2.095
H 2.423 -1.689 -1.698
H 0.158 -3.337 -0.009
H -1.751 -4.326 -0.458
H -3.256 -3.690 -2.468
H -2.298 -1.820 -4.017
H -0.114 -0.947 -3.509
H -0.362 0.645 3.359
*
```

DFT total energy: -26913.03228 eV
E_HOMO: -0.339 Eh
Kohn-Sham gap: 7.139 eV
energy above the lowest of the compared OMol25 structures with the same formula, charge and spin: 644.1 kJ/mol
E_LUMO: -2.1 eV

Mulliken population analysis, charges in e, atoms 1 to 6: O -0.57; C 0.26; C -0.37; C -0.43; C 0.66; O -0.58



11.
DFT (ωB97M-V/def2-TZVPD) results for a molecular structure, C15H13BBrCoN7O2 at a distorted geometry.

Geometry as ORCA input:
```
! wB97M-V def2-TZVPD RIJCOSX def2/J DEFGRID3
* xyz 0 4
Co -0.076 -0.433 0.708
C 2.843 1.750 3.197
C 1.473 1.395 2.936
N 1.409 0.639 1.870
N 2.659 0.464 1.449
C 3.496 1.117 2.201
B 2.973 -0.385 0.180
N 2.182 0.308 -0.927
C 2.602 0.789 -2.091
C 1.505 1.290 -2.827
C 0.373 1.074 -1.928
N 0.832 0.440 -0.855
N 2.459 -1.818 0.443
C 3.228 -2.942 0.555
C 2.359 -4.005 0.763
C 1.112 -3.395 1.043
N 1.222 -2.103 0.836
H 3.116 2.463 4.021
H 0.567 1.716 3.467
H 4.581 1.139 1.980
H 4.121 -0.561 -0.127
H 3.622 0.619 -2.421
H 1.458 1.831 -3.775
H -0.638 1.324 -1.951
H 4.302 -2.982 0.449
H 2.549 -5.117 0.801
H 0.176 -3.929 1.216
Br -6.202 3.633 -1.045
C -5.356 1.936 -1.175
C -6.050 0.994 -1.926
N -5.605 -0.281 -1.946
C -4.459 -0.610 -1.281
C -3.747 0.365 -0.523
C -4.213 1.664 -0.458
C -2.442 -0.027 0.115
O -1.666 0.851 0.499
O -2.079 -1.235 0.070
H -6.892 1.308 -2.541
H -4.149 -1.640 -1.251
H -3.643 2.355 0.248
*
```

DFT total energy: -138640.06690 eV
E_HOMO (alpha / beta): -0.341 / -0.341 Eh
Kohn-Sham gap (alpha / beta): 9.633 / 9.371 eV
<S²>: 3.76
E_LUMO (alpha / beta): 0.4 / 0.1 eV

Mulliken population analysis, charges in e, atoms 1 to 6: Co 0.24; C -0.87; C -0.16; N -0.42; N 0.53; C -0.16



12.
DFT (ωB97M-V/def2-TZVPD) results for a molecular structure, C15H13BF2O3Re at a distorted geometry.

Geometry as ORCA input:
```
! wB97M-V def2-TZVPD RIJCOSX def2/J DEFGRID3
* xyz 0 2
Re -2.969 -0.071 -0.850
O -0.951 0.262 -0.851
C -0.208 0.038 0.431
C -1.275 -0.036 1.551
O -0.912 -0.153 2.689
O -2.530 0.015 1.142
C 0.676 1.238 0.674
C 1.901 1.058 1.311
C 2.697 2.153 1.618
C 2.282 3.431 1.289
C 1.053 3.619 0.671
C 0.248 2.532 0.380
C 0.514 -1.280 0.236
C 1.540 -1.358 -0.704
C 2.167 -2.562 -0.962
C 1.775 -3.707 -0.278
C 0.754 -3.638 0.653
C 0.120 -2.428 0.910
H -0.668 1.079 -1.302
H 2.220 0.061 1.576
H 3.644 2.003 2.120
H 2.910 4.281 1.520
H 0.713 4.616 0.424
H -0.725 2.723 -0.061
H 1.846 -0.463 -1.234
H 2.962 -2.611 -1.694
H 2.268 -4.650 -0.473
H 0.443 -4.526 1.187
H -0.668 -2.388 1.649
C -3.993 -1.280 -1.756
H -4.142 -2.148 -2.378
H -4.898 -0.892 -1.195
F -3.792 1.488 -3.478
B -3.000 1.317 -2.427
F -2.001 2.276 -2.390
*
```

DFT total energy: -30150.46377 eV
E_HOMO (alpha / beta): -0.327 / -0.312 Eh
Kohn-Sham gap (alpha / beta): 8.966 / 7.686 eV
energy above the lowest of the compared OMol25 structures with the same formula, charge and spin: 18.6 kJ/mol
<S²>: 0.76
E_LUMO (alpha / beta): 0.1 / -0.8 eV

Mulliken population analysis, charges in e, atoms 1 to 6: Re 0.61; O -0.73; C 3.06; C 0.09; O -0.58; O -0.79



The lowest DFT total energy belongs to which entry?
C15H13BBrCoN7O2



Which formula does entry 4 have?
C15H12Cl3N3O



Look up the DFT total energy of the eleventh one.
-138640.06690 eV



Which of these has the highest DFT total energy?
C15H12N2O4